23
Properties=species:S:1:pos:R:3 method="wB97M-V/def2-TZVPD" e_above_lowest_kj_mol=35.3 lumo_ev=-3.38 homo_lumo_gap_ha=0.34899 smiles=C[C@]([NH3+])(P)c1ccccc1 homo_energy_ha=-0.473 total_charge=+1 max_force_ev_per_a=2.68 total_energy_ev=-19277.356
C -2.119 0.149 -1.081
C -0.594 0.386 -0.983
N -0.315 1.937 -0.982
P 0.436 -0.180 -2.619
C 0.153 -0.124 0.241
C -0.492 -0.994 1.092
C 0.186 -1.512 2.171
C 1.382 -0.984 2.532
C 2.055 -0.032 1.724
C 1.451 0.329 0.515
H -2.472 0.747 -1.861
H -2.237 -0.934 -1.526
H -2.626 0.446 -0.125
H -0.903 2.572 -0.456
H -0.469 2.368 -1.914
H 0.748 1.877 -0.833
H 1.128 -1.098 -1.870
H -0.648 -1.014 -2.797
H -1.420 -1.548 0.768
H -0.216 -2.273 2.814
H 1.879 -1.365 3.362
H 3.151 0.165 1.985
H 1.941 1.082 -0.157

11
Properties=species:S:1:pos:R:3 method="wB97M-V/def2-TZVPD" e_above_lowest_kj_mol=203.4 lumo_ev=0.12 homo_lumo_gap_ha=0.32080 homo_energy_ha=-0.316 max_force_ev_per_a=3.52 total_energy_ev=-17459.004
H 2.163 1.012 0.869
N 1.454 0.141 0.795
C 0.239 0.429 0.499
N -0.447 1.781 0.269
N -0.651 -0.648 -0.121
C -0.035 -1.827 -0.607
S -0.661 -2.867 -1.724
H -0.306 2.273 1.107
H -1.488 1.761 -0.006
H -1.402 -0.184 -0.690
H 1.133 -1.871 -0.390